The following is a quantum chemistry calculation of C4As2F24O12S4Zr as an isolated structure at a distorted geometry, from OMol25.

Computed properties:
energy: -9563.23686 hartree
net charge: -2
ΔE to the lowest compared entry with this formula, charge and spin: 510.2 kcal per mole

Each line ends with the natural charge from an NBO analysis.
CARTESIAN COORDINATES (ANGSTROEM)
Zr: -0.026 -0.422 0.186  2.2473
As: -3.444 2.933 3.122  2.7929
F: -4.899 2.276 2.315  -0.6159
F: -3.381 4.231 1.911  -0.6107
F: -1.888 3.539 3.785  -0.6267
F: -3.287 1.463 4.119  -0.6249
F: -2.481 1.947 1.932  -0.6802
F: -4.361 3.823 4.461  -0.6224
As: -0.858 2.699 -4.027  2.7917
F: -0.543 0.995 -4.499  -0.6201
F: 0.830 3.009 -4.496  -0.6169
F: -0.973 4.350 -3.306  -0.6133
F: -2.498 2.271 -3.511  -0.6057
F: -0.411 2.112 -2.311  -0.6882
F: -1.323 3.309 -5.695  -0.6218
C: -4.362 -4.140 -0.219  0.8045
F: -4.751 -5.199 -0.896  -0.2948
F: -5.407 -3.283 0.026  -0.3168
F: -3.862 -4.550 0.938  -0.2976
S: -2.910 -3.128 -1.161  2.1893
O: -2.763 -3.621 -2.545  -0.8602
O: -2.915 -1.651 -0.941  -0.9306
O: -1.699 -3.361 -0.355  -0.9584
C: 1.797 -1.895 5.449  0.7914
F: 3.147 -1.998 5.395  -0.3123
F: 1.373 -2.635 6.459  -0.2964
F: 1.459 -0.652 5.682  -0.2823
S: 1.044 -2.500 3.775  2.2018
O: -0.122 -1.671 3.378  -0.9014
O: 1.733 -2.073 2.542  -0.9143
O: 0.871 -3.956 3.862  -0.8668
C: 3.220 4.355 0.999  0.7937
F: 4.304 4.718 0.207  -0.3198
F: 3.295 5.050 2.147  -0.3001
F: 2.137 4.667 0.341  -0.2713
S: 3.120 2.448 1.370  2.2119
O: 2.861 1.689 0.131  -0.8460
O: 4.166 1.953 2.255  -0.8525
O: 1.804 2.077 1.880  -0.8436
C: 2.938 -2.084 -5.246  0.7596
F: 4.020 -2.666 -5.805  -0.3203
F: 3.005 -0.784 -5.146  -0.3001
F: 1.851 -2.330 -5.908  -0.3016
S: 2.609 -2.752 -3.443  2.2583
O: 1.946 -3.987 -3.644  -0.9054
O: 3.895 -2.832 -2.721  -0.8882
O: 1.738 -1.748 -2.791  -0.9147

=====

The following is a quantum chemistry calculation of C4Cl2O4PmTi as an isolated structure at a distorted geometry, from OMol25.

Computed properties:
energy: -2829.62733 hartree
<S²>: 8.7668
spin multiplicity: 6
net charge: +4
ΔE to the lowest compared entry with this formula, charge and spin: 14.3 kcal per mole

Each line ends with the Löwdin spin population.
CARTESIAN COORDINATES (ANGSTROEM)
Ti: 0.638 0.320 -2.661  0.9071
Pm: -0.412 0.120 1.481  4.0679
Cl: -0.845 0.913 -1.058  -0.0362
Cl: 1.938 -0.522 1.956  -0.0479
C: -0.783 -0.831 3.943  -0.0112
C: -0.247 0.909 -4.242  0.0001
C: 0.603 -1.274 -3.707  -0.0006
O: -0.673 -1.181 5.047  -0.0002
O: -0.842 1.184 -5.214  0.0704
O: 0.706 -2.272 -4.331  0.0605
O: 0.187 1.505 4.899  -0.0003
C: -0.270 1.130 3.886  -0.0097

=====

Q: Which formula does entry 2 have?
A: C4Cl2O4PmTi